The following is a DFT calculation (ωB97M-V/def2-TZVPD) of a molecular structure, C23H20ClF5LaOPTe.

The geometry in XYZ format:
```
53
Properties=species:S:1:pos:R:3
C -0.81071 -2.41862 3.92708
C -0.90194 -2.26798 2.50142
C 0.42166 -2.06930 1.97786
H -1.81693 -2.31126 1.91299
C 1.31103 -2.14157 3.10094
C 0.55372 -2.33206 4.30773
H 0.96080 -2.52693 5.30526
H -1.61000 -2.71074 4.59522
H 0.67803 -1.88936 0.91780
H 2.39010 -2.11081 3.07302
La 0.26936 0.34727 3.20616
Cl 2.16481 1.70434 2.18248
P 0.17923 0.22126 -0.84065
C 1.26100 -0.89106 -1.81584
C 0.84036 -1.59126 -2.95872
H -0.20874 -1.58255 -3.24945
C 1.76780 -2.28695 -3.73236
H 1.43136 -2.79085 -4.63967
C 3.11092 -2.33502 -3.36157
H 3.83603 -2.87330 -3.97960
C 3.52398 -1.68839 -2.18733
H 4.57011 -1.73139 -1.89095
C 2.60657 -0.98913 -1.40360
H 2.92406 -0.49742 -0.48049
C -1.45283 -0.21169 -1.55327
C -2.06954 -1.37997 -1.06591
H -1.58066 -1.96596 -0.28529
C -3.28720 -1.80139 -1.59159
H -3.76484 -2.69688 -1.19824
C -3.89890 -1.07994 -2.62663
H -4.84867 -1.42195 -3.04536
C -3.27927 0.06888 -3.11927
H -3.73186 0.62264 -3.94253
C -2.07892 0.52346 -2.57312
H -1.62291 1.43925 -2.94712
C 0.52033 1.83384 -1.64117
C 1.23937 1.98141 -2.83978
H 1.69547 1.11369 -3.31426
C 1.36302 3.24209 -3.42553
H 1.88789 3.33412 -4.37918
C 0.82224 4.37072 -2.81273
H 0.92599 5.35676 -3.27539
C 0.14737 4.23526 -1.58986
H -0.26572 5.11323 -1.09787
C 0.00958 2.97978 -0.99880
H -0.50021 2.87757 -0.03752
F -1.43183 -0.19576 6.25698
Te -0.86875 1.63399 6.15928
F 0.92616 0.85992 5.67852
F -0.02138 3.31426 5.96755
F -2.53207 2.44490 6.45865
F -0.52965 1.63816 8.08119
O -1.22482 1.53269 4.29053
```

* gap between HOMO and LUMO: 5.516 eV

=====

The following is a DFT calculation (ωB97M-V/def2-TZVPD) of 12 unconnected molecules or ions with the total composition C40H49Br2Cl44IN2O2P.

The geometry in XYZ format:
```
141
Properties=species:S:1:pos:R:3
C 4.41476 4.02818 3.80639
C 4.29410 2.82669 2.76489
C 3.75642 3.29805 1.33521
C 2.20982 2.94569 1.14221
N 2.03485 2.31092 -0.14124
C 0.73301 1.89961 -0.62241
C 0.50745 2.68346 -2.00074
C 0.38402 4.26326 -1.77942
C 1.68147 2.49167 -3.05645
C 2.71106 3.67898 -3.19209
C 4.02967 3.08690 -3.89575
C -0.40147 2.43463 0.31228
N -0.64647 1.74968 1.61531
P -2.43434 2.05301 1.97350
C -2.63142 2.37009 3.83742
O -3.34511 0.69138 1.62556
C -0.14904 0.36314 1.76558
I -0.83488 -0.77298 3.45794
C -0.33250 -0.38080 0.35709
C 0.53368 0.26593 -0.80246
C 1.99529 -0.36259 -0.55428
O 2.01120 -1.79598 -0.61341
C 3.29675 -2.33692 -0.59835
C 4.30553 -1.98587 -1.59369
C 5.64864 -2.52664 -1.66296
C 6.66436 -2.04140 -2.75524
C 6.03582 -3.53992 -0.68819
C 5.00836 -3.93457 0.37543
C 3.66713 -3.34747 0.42053
C 2.69281 -3.86054 1.52246
C 3.40244 -4.61508 2.71581
C 1.76784 -2.74162 2.15750
C 0.16171 -0.20716 -2.25242
Br 1.47578 -0.93519 -3.56109
C -1.07988 -0.15894 -2.82438
C -1.40046 -0.65848 -4.28732
Br -2.60508 0.58703 -1.89469
H 5.41820 3.92350 4.29860
H 4.30604 4.98873 3.24758
H 3.64903 3.95747 4.62527
H 5.30657 2.35055 2.66660
H 3.63413 2.04284 3.22166
H 4.40979 2.78206 0.58580
H 3.95276 4.39764 1.22770
H 1.92392 2.37607 2.06873
H 1.69046 3.95409 1.17805
H 2.84677 2.17319 -0.72048
H -0.48654 2.43412 -2.46937
H -0.57384 4.53068 -1.23865
H 1.20626 4.68100 -1.15042
H 0.27348 4.78641 -2.76885
H 1.20243 2.23375 -4.04010
H 2.29661 1.62210 -2.68053
H 3.06576 4.09260 -2.21467
H 2.26514 4.50016 -3.81193
H 4.90936 3.30908 -3.22851
H 3.93315 1.97487 -4.01126
H 4.18655 3.51522 -4.91436
H -1.37523 2.38976 -0.25543
H -0.32462 3.52586 0.57221
H -0.18006 2.31955 2.34439
H -3.13359 1.48101 4.31172
H -1.66455 2.63946 4.32834
H -3.35590 3.22377 3.92239
H -4.14340 0.77655 2.19241
H 0.96850 0.42839 1.90493
H -1.43467 -0.40165 0.19095
H -0.06529 -1.44807 0.58951
H 2.72624 0.10859 -1.27052
H 2.40240 -0.10704 0.46837
H 3.99251 -1.22121 -2.35088
H 7.28971 -2.89373 -3.13135
H 7.37587 -1.31752 -2.26852
H 6.15159 -1.48030 -3.57662
H 7.03706 -4.01293 -0.71703
H 5.34384 -4.74186 1.10552
H 1.99668 -4.61253 1.04598
H 3.92720 -5.54428 2.35434
H 4.23929 -3.93715 3.06097
H 2.70303 -4.81372 3.56024
H 0.74095 -2.87418 1.72840
H 2.12177 -1.70684 1.93054
H 1.67467 -2.94041 3.26131
H -1.12518 -1.74903 -4.30885
H -0.77516 -0.08226 -5.01477
H -2.49449 -0.60619 -4.49328
C -5.27949 -2.20536 0.27634
Cl -5.59222 -3.90418 0.66545
Cl -6.09899 -1.78216 -1.23925
Cl -5.88792 -1.17576 1.58813
Cl -3.53818 -1.94528 0.09388
C -7.90967 -6.49769 -2.11759
Cl -9.21127 -6.84099 -3.26867
Cl -7.52744 -4.76673 -2.15513
Cl -8.42915 -6.95041 -0.48449
Cl -6.46835 -7.42950 -2.55921
C 7.77661 0.20300 1.11726
Cl 7.11081 -1.22741 0.30642
Cl 6.98623 1.66000 0.48054
Cl 7.48767 0.08648 2.86365
Cl 9.51961 0.30211 0.81231
C -2.91571 -3.25401 6.88476
Cl -3.61849 -3.07953 5.26343
Cl -1.25759 -2.62007 6.87817
Cl -3.88970 -2.34469 8.05141
Cl -2.89246 -4.96455 7.33838
C -7.28247 2.83046 0.40878
Cl -7.28388 3.99481 -0.92540
Cl -6.72171 1.25641 -0.17902
Cl -6.19343 3.40175 1.69312
Cl -8.92250 2.66972 1.04920
C -7.02524 5.06631 -4.89085
Cl -7.35432 3.36709 -4.50770
Cl -7.85787 5.50588 -6.38959
Cl -7.60836 6.09504 -3.56791
Cl -5.27939 5.29976 -5.09204
C 7.53978 -7.61424 0.94715
Cl 6.85221 -9.03803 0.14875
Cl 6.80496 -6.14552 0.27161
Cl 7.20638 -7.69169 2.68642
Cl 9.29117 -7.57463 0.68147
C -11.98500 1.50901 -1.41925
Cl -12.77882 1.72480 -2.98862
Cl -10.33332 2.14802 -1.49593
Cl -12.89427 2.37975 -0.17167
Cl -11.93097 -0.21613 -1.01581
C -4.02422 -8.88319 8.31199
Cl -3.74501 -9.85931 6.86014
Cl -4.15195 -9.94455 9.72321
Cl -2.66884 -7.76046 8.53832
Cl -5.52657 -7.96166 8.12566
C -3.21347 6.44342 -0.30368
Cl -1.98554 6.70601 -1.55459
Cl -2.82583 4.96413 0.60303
Cl -3.23576 7.82682 0.80192
Cl -4.80120 6.26494 -1.06396
C 2.39504 2.62379 -7.97008
Cl 2.66915 1.60129 -9.38925
Cl 2.31640 1.60863 -6.51641
Cl 3.72559 3.78321 -7.81106
Cl 0.86639 3.50078 -8.15834
```

* gap between HOMO and LUMO: 7.909 eV
* charge: +1